Density functional theory data (ωB97M-V/def2-TZVPD) for a single CH2O2S molecule.

Positions of all 6 atoms, in Å:
1 C 0.298573 -0.071958 0.017720
2 H 0.501653 1.801964 0.033861
3 H 1.994824 -0.876794 0.135167
4 O 1.105481 1.067919 -0.013862
5 O 1.073323 -1.066402 -0.021547
6 S -1.357397 -0.031597 0.000495

Forces on the atoms, in the same order (eV/Å):
C -0.649 3.734 -0.418
H -0.403 0.763 0.021
H 0.565 0.563 -0.026
O -0.965 -1.367 0.245
O 0.210 -3.534 0.081
S 1.243 -0.159 0.097

Calculated values
2S+1   1
Charge   0
E_LUMO   0.45 eV
Kohn-Sham gap   9.6 eV

Density functional theory data (ωB97M-V/def2-TZVPD) for 2 unconnected molecules or ions with the total composition C2H5N2O2S.

Positions of all 12 atoms, in Å:
1 C -1.705782 -0.308758 -0.462847
2 C 0.356713 -0.170820 0.089120
3 N 1.018663 -1.204344 0.479964
4 N 0.883342 0.961053 -0.126974
5 O -4.036844 -0.267394 0.072321
6 O 2.340995 1.062386 -0.027208
7 S -2.755864 -0.278304 0.787749
8 H -1.955753 -0.349220 -1.495126
9 H 0.743416 -2.123161 0.751063
10 H 1.973279 -1.050535 0.740914
11 H 0.548224 1.707392 -0.609310
12 H 2.589612 2.021704 -0.199670

Forces on the atoms, in the same order (eV/Å):
C 3.694 0.330 3.394
C -5.390 -1.673 -1.476
N 1.270 -0.194 0.683
N 4.240 0.097 1.104
O -0.150 -0.095 1.079
O -1.152 0.675 -0.152
S 0.265 0.108 -2.352
H 0.259 0.014 -0.864
H -1.213 -0.267 -0.206
H 0.767 0.253 -0.047
H -1.916 2.205 -1.530
H -0.674 -1.453 0.367

Calculated values
2S+1   1
Charge   +1
E_LUMO   -5.04 eV
Kohn-Sham gap   9.2 eV

Density functional theory data (ωB97M-V/def2-TZVPD) for 2 unconnected molecules or ions with the total composition C2H11N4O.

Positions of all 18 atoms, in Å:
1 C -0.592690 1.119384 1.421238
2 C 0.090680 0.706821 0.168254
3 N -0.178908 1.319637 -0.998403
4 N 0.945710 -1.137269 1.284840
5 N 1.025438 -0.238934 0.185642
6 N 1.624644 -0.657412 -1.010842
7 O -2.149270 -0.886113 -1.307946
8 H 0.110986 1.566039 2.119849
9 H -1.025858 0.315809 1.885649
10 H -1.259508 2.017015 1.085443
11 H -0.721723 2.158498 -0.964482
12 H 0.342667 1.273681 -1.766891
13 H 1.293018 -0.715570 2.162504
14 H 1.272701 -2.047079 0.978213
15 H 2.666388 -0.618529 -0.919284
16 H -1.733866 -1.673228 -1.621964
17 H 1.377924 -1.653937 -1.163389
18 H -3.088338 -0.848809 -1.538437

Forces on the atoms, in the same order (eV/Å):
C 0.180 3.903 -2.351
C 0.574 0.290 -2.140
N -1.995 0.724 5.055
N -0.047 0.543 0.231
N -0.673 -0.276 0.535
N 0.838 -0.670 0.327
O -0.246 1.313 0.687
H 0.341 -0.067 -0.019
H -1.611 -1.821 0.992
H 0.612 -1.988 1.096
H -0.453 0.182 0.223
H 2.772 -1.068 -3.655
H 0.354 -0.857 -0.963
H 0.260 0.274 0.674
H -1.175 0.077 0.051
H -0.252 -0.898 -0.546
H 0.071 0.854 -0.078
H 0.449 -0.513 -0.119

Calculated values
2S+1   1
Charge   +1
E_LUMO   -3.08 eV
Kohn-Sham gap   10.6 eV

Density functional theory data (ωB97M-V/def2-TZVPD) for a molecular structure, C20H12BrCoN4O6.

Positions of all 44 atoms, in Å:
1 Co -0.331126 0.040156 0.273719
2 O 1.981196 -0.737191 3.800187
3 C 1.169248 -0.059607 3.250736
4 O 0.898970 -1.003934 1.329348
5 C 0.265643 0.883748 3.010601
6 C -0.091334 1.770254 4.130944
7 C -0.992927 2.748812 3.966370
8 C -1.639776 2.960175 2.684629
9 C -1.307083 2.128847 1.677093
10 N -0.402950 1.108785 1.768928
11 C -1.907823 2.214118 0.272480
12 O -2.608793 3.150594 -0.071897
13 O -1.541856 1.214724 -0.471403
14 H 0.386162 1.601289 5.088469
15 H -1.243610 3.382278 4.809978
16 H -2.354167 3.750565 2.511341
17 Br 0.881973 3.349280 -3.063983
18 C 0.047341 1.786813 -3.739183
19 C -0.147563 1.657638 -5.110502
20 C -0.675591 0.457639 -5.557030
21 C -0.897654 -0.572604 -4.658606
22 C -0.659277 -0.338330 -3.312287
23 N -0.283928 0.869323 -2.866441
24 C -0.629868 -1.519414 -2.334387
25 O -0.896874 -2.624261 -2.798680
26 O -0.183468 -1.312025 -1.152113
27 H 0.126361 2.449724 -5.792432
28 H -0.893750 0.322021 -6.609890
29 H -1.215682 -1.553796 -4.978738
30 N 2.958552 -2.863870 -0.706976
31 C 2.450430 -1.692657 -0.276330
32 N 1.665605 -1.903541 0.749552
33 C 1.614393 -3.265580 1.011395
34 C 0.911129 -3.971793 1.976350
35 C 1.082364 -5.338233 1.968897
36 C 1.928449 -5.970600 1.037240
37 C 2.626725 -5.260230 0.084358
38 C 2.448023 -3.880190 0.087072
39 H 3.589869 -2.964337 -1.480071
40 H 2.580711 -0.727113 -0.734318
41 H 0.273806 -3.451156 2.676881
42 H 0.554416 -5.946046 2.691264
43 H 2.027877 -7.047574 1.069387
44 H 3.270232 -5.751333 -0.633114

Forces on the atoms, in the same order (eV/Å):
Co 0.238 -0.328 -0.008
O -0.118 0.048 -0.170
C 0.185 0.187 0.648
O -0.005 -0.287 -0.282
C -0.231 0.082 -0.244
C 0.084 -0.058 0.051
C -0.080 0.037 -0.108
C 0.027 0.129 0.180
C 0.035 -0.115 -0.255
N 0.033 0.006 0.136
C 0.473 -0.133 0.357
O -0.132 -0.112 -0.026
O -0.773 0.418 -0.226
H 0.009 -0.010 -0.018
H 0.001 0.004 -0.007
H 0.002 -0.011 -0.002
Br -0.020 0.231 0.086
C -0.598 -0.497 -0.089
C 0.032 0.043 -0.004
C -0.051 0.127 -0.073
C -0.096 -0.043 0.031
C 0.107 0.457 0.187
N 1.090 -0.493 -0.208
C 0.108 -0.127 0.034
O -0.081 0.107 -0.005
O -0.217 0.350 0.033
H -0.046 0.033 0.029
H 0.101 -0.018 -0.005
H -0.025 -0.008 0.062
N 0.070 -0.124 0.085
C -0.063 0.107 -0.157
N -0.154 -0.082 -0.041
C 0.045 0.105 0.123
C -0.008 0.042 -0.019
C 0.042 -0.086 -0.043
C -0.070 -0.003 0.089
C 0.012 0.047 -0.015
C 0.092 -0.009 -0.107
H -0.053 0.005 -0.034
H 0.033 -0.020 0.021
H 0.003 -0.007 -0.004
H 0.002 0.006 0.003
H 0.003 0.000 -0.004
H -0.005 0.000 0.000

Calculated values
2S+1   2
Charge   -1
E_LUMO (alpha / beta)   2.20 / 2.20 eV
Kohn-Sham gap (alpha / beta)   4.6 / 4.7 eV
Expectation value of S²   0.80

Density functional theory data (ωB97M-V/def2-TZVPD) for 10 unconnected molecules or ions with the total composition H20O10.

Positions of all 30 atoms, in Å:
1 O -10.410969 -7.172067 -0.848269
2 H -10.260474 -8.028077 -1.310049
3 H -11.100344 -6.720668 -1.287052
4 O -9.018630 -11.443063 -0.125403
5 H -9.066223 -11.008475 0.765414
6 H -9.411556 -12.269360 0.074698
7 O -6.960840 -9.536050 4.041255
8 H -6.374959 -10.106338 3.555792
9 H -6.652261 -8.628286 3.934467
10 O -9.297532 -9.196009 -1.917871
11 H -8.451761 -9.057298 -2.413668
12 H -9.142705 -10.006096 -1.492124
13 O -6.933390 -6.200978 -0.671952
14 H -7.708248 -5.975085 -1.184333
15 H -6.202601 -6.042792 -1.290925
16 O -6.267431 -10.657524 1.228313
17 H -6.971489 -11.180106 0.850274
18 H -5.969070 -10.126843 0.479312
19 O -9.767137 -10.131592 2.538891
20 H -9.209523 -10.359577 3.339722
21 H -9.406704 -9.309553 2.132977
22 O -8.672315 -7.889614 1.595470
23 H -9.060510 -7.190680 1.053530
24 H -7.768741 -8.051083 1.319483
25 O -5.188166 -8.227361 0.012415
26 H -6.044116 -7.891751 -0.322809
27 H -4.939986 -7.527005 0.642044
28 O -9.792831 -6.601706 3.753240
29 H -9.562834 -7.325073 3.148191
30 H -9.630052 -6.973361 4.631703

Forces on the atoms, in the same order (eV/Å):
O 1.113 -0.539 0.767
H 0.091 0.605 0.261
H -1.183 0.685 -0.649
O 0.813 1.606 0.918
H -0.265 0.035 -0.582
H -0.683 -1.448 -0.072
O -0.640 0.474 0.653
H 0.453 -0.173 -0.634
H 0.050 -0.308 -0.093
O 1.462 1.409 -2.120
H -1.255 0.112 0.520
H -0.025 -2.255 1.392
O 0.603 -0.036 -0.336
H -0.653 0.017 -0.048
H -0.143 0.053 0.293
O 0.126 0.204 -0.023
H -0.420 -0.458 -0.108
H 0.385 0.233 0.246
O 0.821 -0.741 0.794
H -0.723 0.785 -1.532
H -0.026 -0.425 0.597
O -0.095 0.040 -0.027
H 0.054 -0.125 -0.377
H 0.154 0.117 -0.137
O -0.459 0.527 0.119
H 0.447 -0.063 0.088
H 0.025 -0.509 -0.248
O 0.047 -0.281 0.368
H 0.062 0.297 0.218
H -0.138 0.162 -0.245

Calculated values
2S+1   1
Charge   0
E_LUMO   -0.04 eV
Kohn-Sham gap   10.6 eV

Density functional theory data (ωB97M-V/def2-TZVPD) for 8 unconnected molecules or ions with the total composition C30H50NO15S.

Positions of all 97 atoms, in Å:
1 C -0.127564 1.651119 -2.057972
2 N -0.611872 0.372867 -2.589154
3 C -1.935959 0.037403 -2.274804
4 S -3.281232 1.198830 -2.851027
5 O -3.613398 2.041068 -1.509804
6 H 0.350726 2.198128 -2.860433
7 H -0.905221 2.280494 -1.638507
8 H 0.627701 1.517465 -1.294272
9 H -0.406947 0.261228 -3.570789
10 H -2.070065 -0.077917 -1.204298
11 H -2.210656 -0.906187 -2.733829
12 H -2.637753 2.127479 -3.593834
13 H -3.764535 2.981318 -1.721291
14 O -3.224974 -3.602893 -0.802993
15 C -4.197013 -3.044428 -1.206241
16 O -4.147436 -2.228665 -2.303266
17 C -5.423667 -1.590850 -2.493959
18 C -6.441459 -2.470808 -1.786876
19 C -5.604142 -3.046649 -0.641306
20 H -5.372892 -0.589717 -2.051616
21 H -5.616551 -1.496160 -3.560377
22 H -7.330560 -1.936633 -1.463083
23 H -6.760171 -3.271429 -2.453629
24 H -5.617740 -2.400513 0.238058
25 H -5.895489 -4.052065 -0.355127
26 O 3.721057 0.578719 0.070524
27 C 3.261027 -0.523638 0.095332
28 O 3.581679 -1.434154 1.042344
29 C 2.939822 -2.695671 0.755692
30 C 1.746957 -2.343691 -0.126179
31 C 2.275192 -1.126144 -0.884767
32 H 3.659301 -3.340391 0.248993
33 H 2.653313 -3.161027 1.694171
34 H 1.425877 -3.165194 -0.762330
35 H 0.900810 -2.054084 0.499588
36 H 2.809963 -1.410303 -1.792073
37 H 1.500415 -0.406987 -1.126844
38 O -0.399624 6.627307 -1.070273
39 C 0.407601 5.906587 -0.562089
40 O 0.447211 4.573836 -0.817711
41 C 1.457854 3.947559 0.005184
42 C 2.423014 5.059480 0.384987
43 C 1.489818 6.273047 0.433567
44 H 0.964411 3.507297 0.874938
45 H 1.942013 3.159160 -0.565387
46 H 2.956587 4.863123 1.310949
47 H 3.159814 5.192183 -0.407319
48 H 1.024207 6.399321 1.412118
49 H 1.977840 7.197204 0.139956
50 O 5.074308 -3.493173 6.688187
51 C 4.449301 -2.719403 6.023441
52 O 3.686285 -3.116469 4.979148
53 C 3.153015 -1.969289 4.290616
54 C 3.176833 -0.840404 5.313770
55 C 4.401121 -1.209666 6.149704
56 H 3.786252 -1.757184 3.431829
57 H 2.147285 -2.208044 3.946760
58 H 3.228053 0.145532 4.856885
59 H 2.280134 -0.881043 5.934526
60 H 5.320124 -0.801971 5.725658
61 H 4.316314 -0.918387 7.192444
62 O 3.584138 5.591055 -4.040317
63 C 2.653424 6.176284 -4.508039
64 O 2.749857 6.949095 -5.612556
65 C 1.494021 7.602064 -5.877231
66 C 0.443306 6.745079 -5.178937
67 C 1.230919 6.204585 -3.986423
68 H 1.540368 8.613579 -5.470182
69 H 1.354013 7.662635 -6.952911
70 H -0.452350 7.300518 -4.909293
71 H 0.147421 5.921693 -5.831734
72 H 1.188185 6.878839 -3.131155
73 H 0.919346 5.209712 -3.681090
74 O 7.369437 0.056110 4.315904
75 C 7.719610 -1.071714 4.503969
76 O 6.936882 -2.130278 4.193728
77 C 7.555450 -3.355531 4.640839
78 C 9.041965 -3.040387 4.750258
79 C 9.013378 -1.557715 5.128781
80 H 7.111875 -3.624299 5.598743
81 H 7.335370 -4.138530 3.919955
82 H 9.559956 -3.673179 5.466716
83 H 9.522550 -3.166570 3.779213
84 H 8.940872 -1.414347 6.207852
85 H 9.857507 -0.994096 4.743513
86 O -9.550723 -2.623044 -0.603354
87 C -9.878333 -3.708824 -0.987007
88 O -9.519550 -4.194369 -2.196254
89 C -10.145761 -5.476982 -2.420394
90 C -10.473926 -6.007943 -1.030049
91 C -10.741180 -4.715850 -0.255955
92 H -11.038467 -5.318574 -3.027249
93 H -9.454694 -6.109705 -2.970389
94 H -11.302594 -6.711450 -1.027284
95 H -9.602303 -6.513608 -0.613043
96 H -11.780826 -4.395366 -0.334034
97 H -10.455461 -4.775407 0.789496

Forces on the atoms, in the same order (eV/Å):
C 0.459 -0.031 -0.324
N -0.577 0.551 0.080
C 1.591 -0.800 -0.318
S -1.163 0.059 0.020
O 0.170 0.302 -0.157
H 0.100 0.268 -0.101
H -0.264 0.033 0.028
H 0.059 -0.186 0.237
H 0.128 -0.156 0.020
H -0.502 0.401 0.260
H -0.318 -0.089 -0.154
H 0.504 -0.184 0.170
H -0.101 -0.138 0.215
O 0.160 0.032 -0.069
C -0.126 -0.090 0.350
O -0.002 0.189 -0.119
C -0.282 0.069 -0.092
C 0.132 -0.099 0.182
C -0.141 0.071 -0.473
H -0.086 -0.013 0.053
H 0.137 0.001 -0.038
H 0.007 0.011 0.001
H -0.030 0.005 -0.016
H 0.014 -0.060 0.070
H 0.080 -0.009 0.154
O -0.055 0.181 0.117
C 0.108 -0.007 -0.163
O -0.133 -0.076 -0.107
C -0.050 -0.063 -0.017
C 0.030 0.096 -0.079
C -0.242 -0.348 0.302
H 0.012 0.024 -0.030
H 0.094 0.050 0.079
H 0.066 -0.034 0.003
H -0.001 -0.015 0.012
H 0.025 0.078 -0.030
H 0.085 0.040 -0.159
O -0.142 -0.103 -0.184
C 0.041 0.275 0.275
O 0.037 -0.133 -0.005
C 0.245 -0.174 0.104
C -0.126 0.229 -0.042
C 0.306 -0.368 -0.185
H -0.010 0.029 0.010
H -0.056 0.003 -0.070
H -0.062 -0.037 0.035
H 0.008 -0.026 -0.011
H -0.021 0.077 0.000
H -0.141 0.126 0.067
O -0.056 -0.114 0.067
C 0.247 0.233 -0.034
O -0.127 -0.016 -0.061
C -0.031 0.122 0.035
C 0.056 0.010 0.098
C -0.367 0.028 -0.065
H 0.084 0.040 0.000
H 0.015 -0.129 0.036
H 0.075 -0.026 -0.057
H -0.017 -0.006 -0.015
H -0.023 0.003 0.036
H 0.143 -0.024 0.044
O 0.104 -0.076 -0.026
C -0.043 0.016 0.191
O -0.046 0.020 -0.064
C -0.090 0.018 -0.012
C 0.026 -0.039 0.107
C -0.206 0.042 -0.422
H -0.004 -0.003 0.030
H 0.119 -0.021 -0.029
H 0.045 0.065 0.024
H 0.009 0.014 -0.030
H -0.025 -0.034 0.044
H 0.081 0.017 0.207
O -0.137 0.089 -0.041
C 0.174 0.023 0.168
O -0.032 -0.083 -0.053
C 0.120 -0.266 0.104
C -0.010 0.218 -0.034
C 0.029 -0.357 -0.246
H 0.026 -0.009 0.003
H -0.100 0.078 -0.072
H -0.065 -0.006 0.050
H 0.009 0.005 -0.002
H 0.019 0.068 0.015
H -0.022 0.143 0.098
O 0.246 0.090 -0.113
C -0.305 0.086 0.256
O 0.065 -0.079 -0.029
C -0.068 -0.129 0.012
C -0.021 0.100 0.080
C 0.211 -0.406 -0.238
H -0.014 0.027 0.015
H 0.077 0.095 -0.036
H -0.035 0.029 -0.051
H 0.003 -0.019 -0.008
H -0.010 0.044 0.058
H -0.094 0.162 0.058

Calculated values
2S+1   1
Charge   +1
E_LUMO   -4.40 eV
Kohn-Sham gap   6.9 eV

| no. | calculated total energy (eV) |
| --- | --- |
| 1 | -15999.354 |
| 2 | -20052.743 |
| 3 | -10252.356 |
| 4 | -146849.656 |
| 5 | -20800.483 |
| 6 | -74952.313 |